Molecular formula: C66H164N20O12P4
Method: DFT, ωB97M-V with the def2-TZVPD basis set

Last column: Mulliken charge in e.
Cartesian coordinates (Å):
C1 -2.0195 9.1843 -1.3327  -0.89
N1 -0.8016 8.5200 -0.7733  0.37
C2 -0.7139 8.4655 0.6777  -0.83
P1 0.5682 8.1375 -1.7610  0.09
O1 1.8382 8.2004 -0.9874  -0.81
N2 0.2671 6.5383 -2.2907  0.42
C3 1.1237 5.9257 -3.3819  -1.17
C4 -0.4242 5.5521 -1.3280  -0.84
N3 0.4000 9.1640 -3.1234  0.19
C5 -0.5762 8.9862 -4.3529  -0.77
C6 0.9153 10.4959 -3.0021  -0.99
H1 -2.7218 9.4147 -0.5315  0.34
H2 -2.4880 8.5533 -2.0880  0.12
H3 -1.5102 10.0627 -1.7290  0.33
H4 0.0773 7.7731 0.9649  -0.03
H5 -1.6618 8.2068 1.1497  0.38
H6 -0.5169 9.5177 0.8833  0.45
H7 0.5225 5.4414 -4.1513  0.34
H8 1.6595 6.7241 -3.8953  0.40
H9 1.9167 5.2529 -3.0553  0.30
H10 0.1532 5.2727 -0.4468  0.08
H11 -1.4502 5.8443 -1.1043  0.27
H12 -0.5488 4.6443 -1.9182  0.42
H13 -1.6316 8.9016 -4.0938  0.22
H14 -0.3533 9.7128 -5.1342  0.38
H15 -0.2852 7.9920 -4.6919  0.23
H16 0.8163 11.0517 -3.9345  0.38
H17 2.0031 10.5055 -2.9332  0.28
H18 0.4627 11.0128 -2.1559  0.29
C7 2.2531 -1.2970 -1.4220  -0.40
N4 1.1956 -0.9376 -0.4820  0.61
C8 1.2002 -1.7223 0.7139  -1.01
P2 -0.1589 0.0534 -0.9529  0.64
O2 0.0723 0.8856 -2.1493  -0.89
N5 -1.3108 -1.2040 -1.0550  0.94
C9 -1.6011 -1.8683 -2.3510  0.08
C10 -1.8696 -1.9707 0.1610  -1.34
N6 -0.7795 0.8761 0.3474  0.78
C11 -2.1390 1.3529 0.2413  -0.98
C12 0.2498 1.5859 1.0813  -1.36
H19 2.2679 -0.5301 -2.1965  0.24
H20 2.0389 -2.2377 -1.9292  0.21
H21 3.1815 -1.3308 -0.8519  -0.22
H22 2.2356 -1.8946 1.0077  0.76
H23 0.6052 -2.6008 0.4645  -0.22
H24 0.6473 -1.1978 1.4932  0.08
H25 -2.6660 -1.8551 -2.5831  -0.33
H26 -1.1026 -1.4263 -3.2136  -0.50
H27 -1.2694 -2.9043 -2.2807  0.41
H28 -1.9528 -1.4490 1.1145  0.32
H29 -2.9371 -2.0862 -0.0267  0.20
H30 -1.4067 -2.9527 0.0645  0.44
H31 -2.6282 1.4816 1.2068  0.49
H32 -2.3095 2.2519 -0.3509  0.03
H33 -2.7261 0.5472 -0.1995  0.09
H34 0.3318 2.6717 1.0326  0.38
H35 1.2019 1.0930 0.8847  0.21
H36 0.3341 1.2954 2.1284  0.27
C13 -6.3609 -0.5391 7.6406  -0.98
N7 -5.2742 0.3076 7.0853  0.20
C14 -3.9303 -0.0566 7.6262  -1.05
P3 -5.6348 1.6485 6.0434  0.17
O3 -4.6325 2.7072 6.3690  -0.83
N8 -5.7100 1.1648 4.4429  0.44
C15 -6.0752 -0.1329 3.9855  -1.04
C16 -5.3243 2.0934 3.3980  -0.82
N9 -7.2832 1.9864 6.4569  0.24
C17 -8.5253 1.4547 5.6669  -1.07
C18 -7.6396 3.2601 7.0801  -1.19
H37 -6.5780 -1.2980 6.8890  0.30
H38 -7.3337 -0.0473 7.6358  0.29
H39 -6.2004 -0.9915 8.6192  0.44
H40 -3.7415 0.8033 8.2688  0.31
H41 -3.0905 -0.1096 6.9335  0.24
H42 -3.9989 -1.0432 8.0845  0.44
H43 -5.2802 -0.8450 4.2069  0.23
H44 -6.9771 -0.5207 4.4591  0.24
H45 -6.1937 -0.1965 2.9038  0.49
H46 -4.5897 1.6941 2.6987  0.14
H47 -6.1956 2.3872 2.8127  0.31
H48 -4.8310 2.9169 3.9144  0.38
H49 -8.4776 0.4505 5.2455  0.31
H50 -9.4080 1.4695 6.3062  0.41
H51 -8.6588 2.1626 4.8489  0.39
H52 -7.5180 3.1967 8.1614  0.30
H53 -8.5673 3.7192 6.7385  0.40
H54 -6.9790 4.0092 6.6436  0.35
C19 8.9513 0.3547 3.1780  -1.12
N10 7.5315 0.6075 3.5608  0.47
C20 7.2095 1.9523 4.0712  -1.02
P4 6.1706 -0.4648 3.2936  0.17
O4 4.8535 0.1407 3.6745  -0.84
N11 6.4453 -0.8740 1.6544  0.61
C21 7.1756 -1.9707 1.1675  -1.00
C22 5.9204 0.0232 0.5309  -1.14
N12 6.5453 -1.9009 4.1977  0.69
C23 5.9358 -3.1982 3.8793  -1.11
C24 7.4176 -1.9349 5.3308  -1.24
H55 9.1500 -0.6856 2.9201  0.32
H56 9.8484 0.7928 3.6156  0.41
H57 9.1424 0.8298 2.2158  0.40
H58 7.3934 1.7118 5.1183  0.38
H59 6.2256 2.3083 3.7659  0.09
H60 7.9407 2.7171 3.8093  0.38
H61 6.5882 -2.8169 0.8112  -0.04
H62 7.7320 -1.6252 0.2962  0.47
H63 7.8775 -2.3981 1.8836  0.39
H64 4.8418 -0.0539 0.3938  0.05
H65 6.1567 1.0070 0.9363  0.37
H66 6.5906 -0.0534 -0.3252  0.53
H67 5.0548 -3.4195 4.4818  0.37
H68 5.6547 -3.1248 2.8288  0.09
H69 6.6116 -4.0525 3.9197  0.40
H70 8.2116 -2.6504 5.1170  0.40
H71 6.9316 -2.2396 6.2577  0.34
H72 8.1210 -1.1107 5.4495  0.33
C25 2.3564 8.0381 2.9733  -1.99
C26 3.7047 7.5139 3.2433  1.97
C27 4.5655 8.7927 3.7968  -1.83
C28 3.7075 6.6017 4.5171  -1.27
C29 3.3779 5.0896 4.3003  -1.03
C30 4.1497 4.4948 3.0241  -0.83
C31 4.0574 5.4710 1.7374  2.01
C32 5.1162 4.8939 0.8287  -2.02
C33 2.6882 5.1304 1.0767  -1.80
N13 4.3220 6.9006 2.0455  0.21
O5 4.3935 7.7429 0.9182  -0.44
H73 2.2858 8.6628 2.0829  0.53
H74 1.7110 7.1725 2.8245  0.28
H75 1.8971 8.7171 3.6917  0.46
H76 4.8249 9.4725 2.9852  0.41
H77 3.9983 9.4927 4.4104  0.37
H78 5.4455 8.5041 4.3716  0.38
H79 4.5272 6.7090 5.2276  0.45
H80 2.8376 6.8165 5.1377  0.32
H81 3.5715 4.4521 5.1630  0.49
H82 2.3097 4.9632 4.1243  0.34
H83 3.5613 3.5945 2.8472  0.45
H84 5.1445 4.0664 3.1462  -0.06
H85 6.0887 4.8797 1.3207  0.51
H86 5.2449 5.3947 -0.1309  0.34
H87 4.9806 3.8445 0.5672  0.32
H88 1.7738 5.0800 1.6679  0.35
H89 2.7551 4.1413 0.6237  0.51
H90 2.3916 5.8710 0.3340  0.18
H91 3.4774 7.7776 0.6331  0.39
C34 3.1544 -7.1487 0.7924  -1.68
C35 2.5907 -6.4280 2.0533  2.52
C36 3.9415 -5.7426 2.6515  -2.66
C37 1.5979 -5.2720 1.9279  -0.53
C38 0.1999 -5.7845 1.5530  -0.42
C39 -0.3087 -6.7472 2.6813  -1.23
C40 0.6645 -7.9353 2.9278  1.48
C41 0.3563 -8.6200 4.3117  -1.90
C42 0.6185 -8.9350 1.7885  -1.55
N14 2.0495 -7.4085 3.0412  0.38
O6 3.0395 -8.3310 3.3922  -0.51
H92 3.2375 -8.2211 0.9693  0.45
H93 2.6475 -6.9780 -0.1573  0.01
H94 4.1627 -6.8399 0.5164  0.36
H95 4.2082 -4.7760 2.2242  0.18
H96 3.9453 -5.4769 3.7086  0.55
H97 4.7895 -6.4027 2.4690  0.59
H98 1.5224 -4.7301 2.8706  0.25
H99 1.9493 -4.6761 1.0856  -0.16
H100 -0.4297 -4.9177 1.3520  0.10
H101 0.2722 -6.3640 0.6326  0.21
H102 -1.2380 -7.2172 2.3595  0.52
H103 -0.4311 -6.1655 3.5950  0.33
H104 0.9730 -9.4816 4.5672  0.37
H105 -0.7073 -8.8484 4.2422  0.45
H106 0.4721 -7.9742 5.1821  0.37
H107 1.1306 -8.5560 0.9040  0.32
H108 -0.3308 -9.3352 1.4325  0.35
H109 1.1377 -9.8370 2.1123  0.36
H110 3.5141 -7.9267 4.1222  0.36
C43 -3.0185 -4.5158 -9.9637  -1.85
C44 -4.0249 -3.5426 -9.2159  1.74
C45 -4.6954 -2.6142 -10.1900  -1.99
C46 -5.0661 -4.4993 -8.6001  -1.53
C47 -4.9473 -5.0137 -7.2225  -1.24
C48 -4.4227 -3.8833 -6.3342  -1.39
C49 -3.1126 -3.2128 -6.8321  2.60
C50 -2.8926 -1.9946 -6.0300  -1.96
C51 -1.9669 -4.2654 -6.7059  -1.94
N15 -3.1942 -2.7743 -8.2542  0.54
O7 -2.1029 -2.0364 -8.8010  -0.45
H111 -2.9178 -5.5467 -9.6241  0.42
H112 -2.0577 -4.0658 -10.2135  0.27
H113 -3.4610 -4.6872 -10.9450  0.56
H114 -5.0885 -1.6996 -9.7461  0.42
H115 -5.5049 -3.0558 -10.7713  0.43
H116 -3.9834 -2.2098 -10.9094  0.39
H117 -6.0930 -4.2116 -8.8256  0.40
H118 -4.9603 -5.4285 -9.1600  0.47
H119 -4.2175 -5.8084 -7.0680  0.45
H120 -5.9015 -5.3134 -6.7890  0.34
H121 -4.1462 -4.2428 -5.3431  0.46
H122 -5.2433 -3.2409 -6.0148  0.66
H123 -3.0556 -2.0259 -4.9528  -0.20
H124 -1.8776 -1.5972 -6.0295  0.20
H125 -3.5273 -1.2724 -6.5435  0.53
H126 -2.1158 -5.0867 -7.4068  0.40
H127 -1.0369 -3.9152 -7.1537  0.36
H128 -1.9188 -4.4637 -5.6351  0.42
H129 -2.0890 -1.1933 -8.3421  0.29
C52 -6.0962 -4.7476 -3.3859  -1.22
N16 -6.3700 -4.1261 -2.0449  0.26
C53 -5.0619 -3.6700 -1.3735  -0.91
C54 -7.6250 -3.8460 -1.6029  0.13
O8 -7.8087 -3.1035 -0.6174  -0.59
H130 -5.2243 -5.3915 -3.5007  0.31
H131 -5.8633 -4.0157 -4.1594  0.61
H132 -6.9920 -5.2604 -3.7360  0.37
H133 -4.5462 -3.0186 -2.0790  0.20
H134 -5.2027 -3.1149 -0.4461  0.36
H135 -4.3147 -4.4435 -1.1963  0.31
H136 -8.5482 -4.2133 -2.0772  0.31
C55 -3.4315 3.3316 -3.6635  -0.61
N17 -4.3410 2.4799 -2.8507  0.13
C56 -4.8748 3.2568 -1.6763  -1.06
C57 -4.2435 1.1293 -2.9852  0.50
O9 -4.8513 0.3423 -2.3356  -0.62
H137 -2.5595 3.6112 -3.0724  0.23
H138 -3.9224 4.1925 -4.1174  0.39
H139 -2.9253 2.7625 -4.4433  -0.05
H140 -5.5566 3.9379 -2.1857  0.42
H141 -5.4459 2.6570 -0.9676  0.35
H142 -4.2361 3.9190 -1.0918  0.28
H143 -3.7541 0.8676 -3.9361  0.08
C58 1.6719 -0.5287 4.5173  -0.63
N18 1.5036 -1.6961 5.4279  0.16
C59 0.5352 -1.4265 6.4815  -0.96
C60 2.2465 -2.7539 5.2261  0.66
O10 2.3528 -3.6238 6.0806  -0.73
H144 0.6812 -0.1704 4.2375  0.33
H145 2.1552 -0.7058 3.5565  -0.06
H146 2.1478 0.3654 4.9200  0.27
H147 1.1091 -0.9692 7.2874  0.37
H148 -0.2558 -0.7905 6.0841  0.27
H149 -0.0725 -2.0943 7.0921  0.33
H150 2.8920 -2.4602 4.3840  0.08
C61 4.4410 -6.5226 -3.3209  -0.98
N19 3.7114 -5.6311 -2.3901  0.37
C62 2.2172 -5.5252 -2.5185  -0.83
C63 4.5083 -4.9168 -1.5219  -0.24
O11 4.0675 -4.2008 -0.6207  -0.32
H151 4.0162 -6.6811 -4.3121  0.31
H152 4.4301 -7.4957 -2.8301  0.35
H153 5.4905 -6.2601 -3.4549  0.29
H154 1.8903 -4.8018 -1.7715  -0.01
H155 1.8876 -5.1452 -3.4855  0.43
H156 1.8104 -6.4733 -2.1669  0.36
H157 5.5762 -4.9373 -1.7894  0.26
C64 1.1949 -0.4139 -5.8492  -0.81
N20 0.1597 0.3501 -6.4778  0.41
C65 -0.7136 1.1449 -5.5423  -1.12
C66 0.0797 0.4924 -7.8425  -0.10
O12 -0.8859 1.0892 -8.3717  -0.62
H158 1.1442 -1.4450 -6.1992  0.39
H159 0.7618 -0.5595 -4.8596  0.03
H160 2.2092 -0.0231 -5.9307  0.34
H161 -1.2862 0.5900 -4.7992  0.12
H162 -0.0323 1.7139 -4.9097  0.63
H163 -1.3055 1.8830 -6.0834  0.39
H164 0.9035 0.0927 -8.4539  0.35

## Properties
energy above the lowest of the compared OMol25 structures with the same formula, charge and spin: 174.3 kcal/mol
SMILES string: CN(C)P(=O)(N(C)C)N(C)C.CN(C)P(=O)(N(C)C)N(C)C.CN(C)P(=O)(N(C)C)N(C)C.CN(C)P(=O)(N(C)C)N(C)C.CC1(C)CCCC(C)(C)N1O.CC1(C)CCCC(C)(C)N1O.CC1(C)CCCC(C)(C)N1O.CN(C)C=O.CN(C)C=O.CN(C)C=O.CN(C)C=O.CN(C)C=O
Kohn-Sham gap: 7.783 eV